No. 1
Below is a structure of composition C33H44NO15S2, with properties calculated with ωB97M-V/def2-TZVPD.

```
95
Properties=species:S:1:pos:R:3:forces:R:3
C -0.356 11.735 9.367 0.259 0.315 0.144
C 0.659 11.759 8.196 -0.784 0.214 0.214
O 0.890 10.500 7.603 0.120 0.037 0.044
C -0.267 9.963 7.007 -0.426 -0.166 0.313
S 0.078 9.486 5.283 0.669 -0.006 0.272
O 1.443 9.000 5.268 0.096 -0.434 0.119
O -0.099 10.689 4.510 -0.453 0.329 -0.052
N -1.001 8.318 5.052 0.700 0.448 -0.468
S -1.134 7.807 3.529 -1.707 0.291 0.098
O -1.404 8.848 2.572 0.940 0.571 -0.241
O -2.202 6.829 3.505 0.360 -0.879 0.550
C 0.405 6.968 3.040 -0.345 -0.342 -0.200
C 0.090 5.484 2.862 0.627 0.265 0.239
O 1.277 4.751 2.472 -0.407 0.107 -0.288
C 0.924 3.805 1.493 0.733 -0.587 -0.176
C 2.011 2.731 1.365 -0.340 0.765 0.543
O 1.741 2.030 0.150 0.071 -0.348 0.604
C 2.120 0.710 0.147 0.204 0.781 -0.636
C 1.769 -0.209 1.093 -0.906 0.293 1.339
C 2.148 -1.527 1.003 0.044 -0.528 0.346
C 2.891 -1.974 -0.060 0.382 -0.792 -0.004
C 3.320 -3.440 -0.266 0.393 0.884 -0.691
C 4.839 -3.446 -0.609 -0.383 -0.985 0.221
C 3.167 -4.320 0.980 0.585 0.195 -0.034
C 2.600 -3.984 -1.537 -0.238 -0.976 0.704
C 1.198 -4.637 -1.366 -0.241 -0.380 -0.656
C 0.228 -3.882 -0.441 -0.393 -0.089 -0.500
C 1.267 -6.148 -0.981 0.057 0.861 -0.490
C 0.548 -4.599 -2.778 -0.119 0.814 0.630
C 3.254 -1.026 -1.005 0.355 -0.867 -0.532
C 2.883 0.282 -0.919 0.239 0.458 -0.667
H -0.468 10.740 9.804 0.010 0.034 -0.181
H 0.010 12.389 10.167 -0.069 -0.066 -0.071
H -1.332 12.132 9.076 0.007 -0.285 -0.020
H 1.600 12.146 8.590 0.154 -0.264 -0.367
H 0.267 12.440 7.427 0.300 0.088 0.077
H -1.065 10.712 6.962 0.015 -0.151 -0.155
H -0.622 9.111 7.598 0.053 -0.098 -0.346
H 1.195 7.162 3.764 -0.104 0.068 -0.048
H 0.637 7.392 2.061 0.198 0.104 0.205
H -0.657 5.403 2.072 -0.134 -0.176 0.248
H -0.263 5.054 3.803 -0.258 0.013 -0.206
H 0.010 3.269 1.782 -0.107 0.234 -0.249
H 0.821 4.256 0.495 -0.312 0.103 0.193
H 3.016 3.169 1.345 -0.120 0.010 -0.163
H 1.944 2.108 2.261 0.119 -0.254 -0.261
H 1.162 0.076 1.948 0.051 0.149 -0.128
H 1.845 -2.210 1.787 -0.050 0.098 -0.030
H 5.050 -3.016 -1.587 0.105 0.212 0.202
H 5.432 -3.013 0.200 -0.038 0.299 -0.258
H 5.129 -4.505 -0.669 0.094 0.160 -0.057
H 4.015 -4.115 1.646 -0.178 0.082 0.011
H 3.280 -5.369 0.694 -0.306 0.042 0.108
H 2.267 -4.139 1.564 -0.104 -0.327 -0.241
H 2.522 -3.230 -2.325 0.129 0.222 0.327
H 3.248 -4.773 -1.950 -0.095 0.111 -0.022
H 0.297 -4.165 0.611 0.190 0.185 -0.054
H -0.791 -4.127 -0.771 0.081 -0.083 0.221
H 0.310 -2.800 -0.568 0.143 -0.077 0.192
H 1.234 -6.302 0.098 0.117 -0.192 -0.109
H 2.174 -6.560 -1.434 -0.059 -0.213 0.317
H 0.421 -6.635 -1.475 -0.019 -0.168 0.407
H 0.368 -3.541 -3.008 0.180 -0.152 -0.294
H -0.447 -5.052 -2.738 0.352 -0.236 -0.226
H 1.190 -5.037 -3.548 -0.134 -0.076 0.060
H 3.847 -1.354 -1.852 -0.044 0.179 -0.030
H 3.194 0.960 -1.706 -0.135 0.178 0.201
C -2.750 -2.320 -7.086 -0.164 0.095 -0.043
C -1.617 -2.555 -6.412 -0.168 -0.335 -0.331
C -1.096 -1.594 -5.383 -0.086 0.472 0.254
O -0.071 -1.880 -4.796 0.082 -0.206 -0.192
C -1.844 -0.369 -5.144 0.140 -0.096 0.053
C -2.976 -0.132 -5.820 0.199 0.290 0.330
C -3.510 -1.105 -6.831 0.078 -0.428 -0.238
O -4.553 -0.839 -7.398 -0.028 0.252 0.127
O -3.696 0.973 -5.641 -0.121 -0.270 -0.256
O -0.883 -3.649 -6.606 0.113 0.265 0.246
H -3.135 -3.005 -7.827 0.014 -0.014 0.011
H -1.451 0.323 -4.412 -0.026 0.008 0.003
H -4.459 0.897 -6.245 -0.028 0.037 0.016
H -0.126 -3.572 -5.992 0.000 -0.049 0.037
C -5.320 -8.008 -3.134 -0.007 -0.190 -0.007
C -4.647 -6.850 -3.113 -0.489 -0.017 -0.004
C -3.147 -6.810 -3.090 0.430 -0.292 0.019
O -2.596 -5.725 -3.090 -0.393 0.134 -0.012
C -2.424 -8.072 -3.063 0.029 0.187 -0.004
C -3.096 -9.230 -3.081 0.484 0.033 0.023
C -4.597 -9.271 -3.131 -0.445 0.273 0.000
O -5.145 -10.357 -3.164 0.258 -0.152 0.018
O -2.485 -10.412 -3.057 -0.376 0.012 -0.021
O -5.260 -5.669 -3.112 0.394 -0.023 -0.006
H -6.399 -8.050 -3.153 0.002 0.026 -0.006
H -1.344 -8.030 -3.030 -0.001 -0.023 -0.007
H -3.196 -11.080 -3.079 0.013 -0.034 -0.005
H -4.551 -4.999 -3.096 -0.027 0.044 0.001
```
Positions in Å, forces in eV/Å.

Output
Frontier orbital gap   4.867 eV
HOMO   -5.6 eV
Total charge   -1



No. 2
Below is a structure of composition C24H26N4NbSi, with properties calculated with ωB97M-V/def2-TZVPD.

```
56
Properties=species:S:1:pos:R:3:forces:R:3
C 0.202 1.606 2.784 -0.409 1.736 0.023
C 0.097 2.260 1.515 -0.681 1.119 1.008
C -1.260 2.216 1.112 -0.419 1.219 1.030
H 0.898 2.762 1.008 0.093 -0.001 -0.304
C -2.025 1.533 2.123 0.731 1.523 0.230
C -1.104 1.153 3.154 -0.416 1.080 1.008
H -1.380 0.735 4.127 0.189 -0.067 -0.585
H 1.092 1.593 3.405 -0.203 -0.304 -0.248
H -1.678 2.660 0.231 0.074 0.040 -0.394
H -3.104 1.410 2.149 0.284 -0.171 -0.165
Nb -0.525 0.120 1.325 1.310 -5.997 -0.252
C 2.955 1.652 -0.223 0.660 0.118 -0.310
H 1.894 1.387 -0.590 0.747 1.029 0.928
H 3.210 2.627 0.241 -1.239 -0.192 -0.395
H 3.497 1.622 -1.171 0.199 -0.338 0.324
Si 0.514 0.083 -1.197 0.308 -0.209 -4.245
C 1.718 -0.551 -2.505 1.007 0.573 0.487
C 2.452 0.341 -3.315 -0.257 0.171 -0.613
H 2.510 1.405 -3.060 -0.073 -0.341 -0.202
C 2.994 -0.080 -4.537 0.084 -0.015 0.204
H 3.365 0.659 -5.255 0.136 -0.280 0.482
C 3.040 -1.447 -4.858 -0.271 0.751 0.430
H 3.542 -1.772 -5.771 -0.217 -0.014 0.304
C 2.425 -2.343 -3.989 0.037 0.094 -0.203
H 2.472 -3.393 -4.219 -0.152 -0.255 0.044
C 1.731 -1.902 -2.866 -0.115 0.053 0.236
H 1.152 -2.604 -2.284 0.093 -0.335 0.086
C -0.781 0.866 -2.299 0.100 -0.611 0.836
C -0.528 1.323 -3.617 -0.033 0.158 0.164
H 0.414 1.075 -4.128 -0.604 0.333 0.386
C -1.509 2.075 -4.273 0.161 -0.377 0.248
H -1.278 2.444 -5.276 -0.296 -0.048 0.366
C -2.751 2.303 -3.658 0.385 -0.117 -0.218
H -3.505 2.896 -4.171 0.126 -0.109 0.121
C -3.041 1.723 -2.421 -0.236 -0.430 0.459
H -4.029 1.814 -1.963 0.234 0.077 -0.340
C -2.066 0.985 -1.756 -0.312 0.710 -0.142
H -2.309 0.487 -0.795 -0.015 0.255 -0.270
H 0.562 -1.114 -0.244 -0.752 -0.060 1.164
H 3.326 0.919 0.491 -0.131 -0.449 -0.357
N 0.639 -2.446 4.553 -0.348 0.458 -0.978
C 1.887 -1.815 4.592 -0.849 -0.420 -0.176
C 1.911 -0.941 3.545 -0.549 -0.257 -0.118
N 0.707 -1.021 2.849 -0.768 -0.754 0.239
C -0.054 -1.947 3.483 1.349 0.310 0.746
C -1.451 -2.111 3.136 -1.480 -0.103 -0.218
N -2.032 -1.294 2.229 0.461 -0.113 0.021
C -3.401 -1.524 2.269 0.643 -0.001 -0.219
C -3.650 -2.529 3.150 0.861 0.026 0.193
N -2.422 -2.884 3.700 0.460 0.570 -0.533
H 0.266 -3.158 5.193 0.611 0.482 -0.272
H 2.626 -2.062 5.340 -0.086 0.053 -0.085
H 2.685 -0.249 3.254 0.036 -0.179 0.023
H -4.076 -0.926 1.671 0.008 -0.369 0.055
H -4.563 -3.026 3.407 -0.186 -0.092 0.179
H -2.258 -3.599 4.403 -0.289 0.070 -0.185
```
Positions in Å, forces in eV/Å.

Output
Frontier orbital gap (spin up / spin down)   4.917 / 4.920 eV
Energy above the lowest of the compared OMol25 structures with the same formula, charge and spin   0.00 kJ/mol
HOMO (spin up / spin down)   -16.7 / -16.7 eV
Total charge   +3



No. 3
Below is an isolated molecule of CH4N4S, with properties calculated with ωB97M-V/def2-TZVPD.

```
10
Properties=species:S:1:pos:R:3:forces:R:3
C 0.413 0.433 -0.586 0.354 0.551 0.018
N -1.827 0.141 -0.880 1.921 0.397 -2.294
N -0.061 -0.345 0.521 -0.799 2.576 -0.030
N -1.473 -0.284 0.351 -2.116 2.169 3.038
N -0.708 0.365 -1.582 -2.435 -1.632 1.921
S -0.596 0.272 -3.217 0.207 0.401 -0.265
H 0.286 1.501 -0.253 1.301 -0.709 -0.503
H 1.379 0.045 -1.022 -1.131 0.970 0.577
H 0.114 -1.284 0.478 1.082 -2.876 -0.386
H -1.996 0.360 1.114 1.616 -1.847 -2.075
```
Positions in Å, forces in eV/Å.

Output
Frontier orbital gap (spin up / spin down)   8.001 / 7.525 eV
Energy above the lowest of the compared OMol25 structures with the same formula, charge and spin   280.05 kJ/mol
SMILES   [S-][N+]1=NNNC1
HOMO (spin up / spin down)   -8.1 / -8.0 eV